The following is a quantum chemistry calculation of a structure of composition C4H3O4Sc, from the OMol25 dataset.

Properties
* total charge: +1
* ⟨S²⟩: 0.7528
* DFT total energy: -1215.45107 a.u.
* frontier orbital gap (alpha / beta): 6.809 / 6.746 eV
* HOMO energy (alpha / beta): -13.028 / -13.030 eV
* spin multiplicity: 2
* energy above the lowest of the compared OMol25 structures with the same formula, charge and spin: 0.0 kcal/mol

Last column: Löwdin charge in e.
Atoms and positions in Å:
1 C -0.734 0.073 -0.524  0.0014
2 C 0.270 -0.768 -0.837  -0.1261
3 H 0.306 -1.281 -1.802  0.1384
4 O -1.966 -0.658 1.399  0.1093
5 C -1.387 0.358 0.752  -0.4904
6 O -1.994 1.446 0.675  0.0597
7 H -2.587 -1.106 0.809  0.1421
8 O 1.358 -0.987 -0.060  -0.0087
9 C 2.360 -0.041 -0.120  -0.3792
10 O 3.050 0.034 0.902  -0.0555
11 Sc 2.823 2.188 -0.010  1.4079
12 H -1.499 0.741 -1.185  0.2011

***

The following is a quantum chemistry calculation of a structure of composition C30H44BrIrN3P2, from the OMol25 dataset.

Properties
* total charge: +4
* ⟨S²⟩: 8.8078
* DFT total energy: -4693.03069 a.u.
* frontier orbital gap (alpha / beta): 4.923 / 3.601 eV
* HOMO energy (alpha / beta): -17.123 / -18.633 eV
* spin multiplicity: 6
* energy above the lowest of the compared OMol25 structures with the same formula, charge and spin: 96.1 kcal/mol

Last column: Löwdin charge in e.
Atoms and positions in Å:
1 C -0.666 -1.823 4.827  0.0463
2 C -1.417 -2.203 3.701  -0.1933
3 C -2.793 -2.434 3.847  0.0521
4 C -3.346 -2.316 5.126  0.0183
5 N -2.622 -1.928 6.180  0.3304
6 C -1.310 -1.721 6.057  0.0129
7 C -0.718 -2.237 2.444  0.0786
8 C 0.206 -2.168 1.644  0.0457
9 C 1.050 -2.344 0.524  -0.1758
10 C 1.600 -1.362 -0.455  -0.3651
11 C 2.308 -1.845 -1.613  -0.1585
12 C 2.207 -3.157 -1.916  -0.5612
13 C 1.933 -4.096 -0.901  -0.0223
14 C 1.405 -3.662 0.306  0.0294
15 Ir 1.090 0.387 -1.413  1.0171
16 P -0.039 1.204 0.329  0.8874
17 H -3.404 -2.690 2.979  0.1517
18 H 0.400 -1.612 4.725  0.1501
19 H -4.413 -2.509 5.273  0.1714
20 H -0.735 -1.430 6.939  0.1703
21 H 1.125 -4.374 1.067  0.1507
22 H 2.310 -0.693 0.109  0.0466
23 H 2.078 -5.166 -1.081  0.1474
24 H 2.718 -1.117 -2.295  0.1072
25 C -0.409 2.953 -0.136  -0.3628
26 C -1.399 3.738 0.717  -0.1036
27 H -0.789 2.945 -1.167  0.0705
28 H 0.549 3.487 -0.189  0.0896
29 H -1.494 4.767 0.340  0.1112
30 H -2.406 3.314 0.692  0.0829
31 H -1.099 3.831 1.762  0.0652
32 C -1.681 0.465 0.840  -0.3426
33 C -2.264 0.849 2.200  -0.0974
34 H -1.550 -0.620 0.808  0.0421
35 H -2.459 0.711 0.110  0.0567
36 H -3.326 0.558 2.249  0.1074
37 H -1.761 0.318 3.012  0.0569
38 H -2.229 1.927 2.390  0.0643
39 C 0.845 1.095 1.944  -0.3320
40 C 0.626 2.255 2.909  -0.0954
41 H 1.913 1.062 1.729  0.0424
42 H 0.611 0.123 2.405  0.0691
43 H 1.257 2.136 3.801  0.1052
44 H 0.903 3.207 2.444  0.0892
45 H -0.404 2.329 3.263  0.0622
46 Br 2.344 -3.563 -3.802  1.0209
47 P -0.843 -0.336 -2.356  0.8748
48 C -2.360 0.718 -2.173  -0.3854
49 C -3.108 1.282 -3.366  -0.0845
50 H -2.053 1.562 -1.539  0.0321
51 H -3.065 0.104 -1.595  0.0804
52 H -3.829 2.028 -2.994  0.1082
53 H -2.445 1.784 -4.078  0.0797
54 H -3.690 0.507 -3.883  0.0907
55 C -0.118 0.021 -3.995  -0.3867
56 C -0.444 -0.864 -5.184  -0.0947
57 H 0.971 0.022 -3.801  0.0493
58 H -0.400 1.061 -4.214  0.0951
59 H 0.270 -0.643 -5.985  0.1040
60 H -0.370 -1.932 -4.969  0.0661
61 H -1.438 -0.652 -5.584  0.0971
62 C -1.660 -1.965 -2.055  -0.3352
63 C -2.913 -2.331 -2.878  -0.0884
64 H -1.942 -1.965 -0.986  0.0836
65 H -0.900 -2.748 -2.155  0.0767
66 H -3.131 -3.407 -2.767  0.1059
67 H -3.822 -1.803 -2.543  0.0902
68 H -2.784 -2.137 -3.953  0.0801
69 N 2.987 2.832 -1.839  0.1408
70 C 3.684 2.272 -0.829  -0.3688
71 C 4.935 2.769 -0.380  0.0474
72 C 5.576 2.151 0.703  0.0187
73 C 4.971 1.036 1.283  -0.0224
74 C 3.806 0.558 0.738  -0.1698
75 N 3.153 1.163 -0.285  -0.0136
76 H 2.191 2.328 -2.213  0.0320
77 H 3.311 3.694 -2.261  0.1379
78 H 5.357 3.605 -0.931  0.1347
79 H 6.539 2.533 1.074  0.1482
80 H 5.412 0.513 2.113  0.1269
81 H 3.405 -0.351 1.158  0.1099

***

The following is a quantum chemistry calculation of an isolated molecule of C6H5FN2S, from the OMol25 dataset.

Properties
* total charge: 0
* DFT total energy: -839.12003 a.u.
* frontier orbital gap: 9.730 eV
* HOMO energy: -9.786 eV
* structure (SMILES): N#C[C@@]1(S)CC(F)=CC=N1
* energy above the lowest of the compared OMol25 structures with the same formula, charge and spin: 3.2 kcal/mol

Last column: Löwdin charge in e.
Atoms and positions in Å:
1 N 3.148 -0.401 1.241  0.1624
2 C 2.149 -0.321 0.672  -0.2913
3 C 0.867 -0.081 -0.070  -0.7824
4 S 1.502 -0.436 -1.763  0.7948
5 C -0.169 -1.083 0.517  -0.0771
6 C -1.499 -0.601 0.143  -0.3145
7 F -2.398 -1.604 0.105  0.0788
8 C -1.836 0.655 -0.076  0.0143
9 C -0.715 1.627 -0.119  -0.1439
10 N 0.500 1.304 -0.040  0.0260
11 H 2.487 0.601 -1.629  -0.0316
12 H -0.195 -1.399 1.571  0.1559
13 H -0.016 -1.918 -0.179  0.1205
14 H -2.934 0.875 -0.153  0.1376
15 H -0.891 2.782 -0.220  0.1507

***

The following is a quantum chemistry calculation of a structure of composition C31H28BrN9O4Se2Ti, from the OMol25 dataset.

Properties
* total charge: +1
* ⟨S²⟩: 0.7557
* DFT total energy: -10217.98351 a.u.
* frontier orbital gap (alpha / beta): 6.479 / 6.480 eV
* HOMO energy (alpha / beta): -10.619 / -10.620 eV
* spin multiplicity: 2
* energy above the lowest of the compared OMol25 structures with the same formula, charge and spin: 6.5 kcal/mol

Last column: Löwdin charge in e.
Atoms and positions in Å:
1 Ti 1.993 0.068 0.482  0.9570
2 O 0.727 3.516 -1.136  0.0329
3 C 0.773 3.036 -2.409  -0.2640
4 C 1.239 3.891 -3.402  -0.0058
5 C 1.322 3.452 -4.711  -0.0719
6 C 0.950 2.155 -5.048  -0.0854
7 C 0.498 1.306 -4.052  -0.0360
8 C 0.396 1.730 -2.729  -0.1139
9 C -0.074 0.756 -1.680  -0.3779
10 O 0.679 0.836 -0.509  -0.3306
11 N -1.448 1.032 -1.275  0.0369
12 N -1.845 0.096 -0.334  -0.0038
13 C -3.037 0.139 0.099  -0.1774
14 C -3.470 -0.702 1.209  -0.6231
15 Br -2.092 -1.467 2.262  0.8536
16 C -4.744 -0.878 1.567  -0.0905
17 C -5.920 -0.404 0.819  -0.2320
18 C -6.991 0.148 1.524  -0.0317
19 C -8.110 0.609 0.853  -0.0698
20 C -8.186 0.505 -0.530  -0.0753
21 C -7.141 -0.070 -1.237  -0.0716
22 C -6.014 -0.524 -0.567  -0.0510
23 H 0.432 2.795 -0.563  0.0566
24 H 1.524 4.899 -3.128  0.1250
25 H 1.678 4.129 -5.476  0.1099
26 H 1.014 1.812 -6.071  0.1044
27 H 0.222 0.286 -4.295  0.1189
28 H 0.032 -0.261 -2.079  0.1387
29 H -2.095 1.152 -2.046  0.1485
30 H -3.770 0.853 -0.282  0.1387
31 H -4.943 -1.409 2.492  0.1108
32 H -6.939 0.223 2.604  0.1175
33 H -8.930 1.045 1.409  0.1085
34 H -9.065 0.857 -1.053  0.1075
35 H -7.208 -0.180 -2.311  0.1071
36 H -5.220 -1.012 -1.119  0.1151
37 C 1.531 -4.365 -0.222  0.0145
38 C 1.873 -2.973 0.185  -0.2479
39 N 1.113 -1.950 0.031  -0.0356
40 O -0.097 -2.191 -0.587  -0.0542
41 C 3.162 -2.681 0.848  -0.2770
42 C 4.146 -3.696 1.320  -0.0036
43 N 3.265 -1.407 1.029  -0.2929
44 O 4.141 -0.682 1.613  -0.1081
45 H 0.591 -4.408 -0.759  0.0806
46 H 1.465 -4.998 0.666  0.1015
47 H 2.328 -4.774 -0.845  0.0968
48 H -0.657 -1.423 -0.340  0.0269
49 H 3.704 -4.369 2.058  0.0901
50 H 4.989 -3.181 1.777  0.0846
51 H 4.517 -4.312 0.499  0.0878
52 Se -0.028 1.926 2.488  1.1788
53 N 0.987 0.447 2.392  -0.3079
54 C 0.906 -0.192 3.537  -0.3739
55 C 1.543 -1.430 3.860  -0.0054
56 C 1.322 -1.961 5.086  -0.0367
57 C 0.479 -1.321 6.068  -0.0501
58 C -0.139 -0.148 5.809  -0.0095
59 C 0.055 0.456 4.524  -0.3882
60 N -0.518 1.590 4.154  -0.1989
61 H 2.182 -1.908 3.135  0.0966
62 H 1.791 -2.899 5.352  0.1140
63 H 0.350 -1.804 7.026  0.1123
64 H -0.776 0.351 6.525  0.1224
65 Se 3.796 3.742 0.415  1.2518
66 N 4.559 3.789 -1.182  -0.1819
67 C 4.370 2.609 -1.742  -0.3676
68 C 4.784 2.187 -3.043  0.0380
69 C 4.468 0.923 -3.417  -0.0131
70 C 3.748 0.051 -2.533  -0.0551
71 N 3.348 0.390 -1.344  0.0759
72 C 3.655 1.663 -0.947  -0.4591
73 N 3.240 2.070 0.231  -0.2630
74 H 5.322 2.871 -3.686  0.1317
75 H 4.743 0.536 -4.387  0.1168
76 H 3.503 -0.949 -2.871  0.1324

***

Question: Among the records above, which one has the highest energy above the lowest of the compared OMol25 structures with the same formula, charge and spin?
Answer: C30H44BrIrN3P2